{"formula": "C43H93FI2N4O15P5S", "method": "ωB97M-V with the def2-TZVPD basis set", "species": ["C", "C", "C", "C", "C", "C", "C", "C", "C", "C", "C", "C", "C", "N", "C", "N", "P", "S", "C", "I", "C", "C", "I", "N", "C", "C", "F", "N", "C", "C", "P", "O", "O", "C", "C", "O", "C", "C", "H", "H", "H", "H", "H", "H", "H", "H", "H", "H", "H", "H", "H", "H", "H", "H", "H", "H", "H", "H", "H", "H", "H", "H", "H", "H", "H", "H", "H", "H", "H", "H", "H", "H", "H", "H", "H", "H", "H", "H", "H", "H", "H", "H", "H", "H", "H", "H", "O", "P", "O", "C", "C", "O", "C", "C", "O", "C", "C", "H", "H", "H", "H", "H", "H", "H", "H", "H", "H", "H", "H", "H", "H", "H", "O", "P", "O", "C", "C", "O", "C", "C", "O", "C", "C", "H", "H", "H", "H", "H", "H", "H", "H", "H", "H", "H", "H", "H", "H", "H", "O", "P", "O", "C", "C", "O", "C", "C", "O", "C", "C", "H", "H", "H", "H", "H", "H", "H", "H", "H", "H", "H", "H", "H", "H", "H"], "coordinates": [[-7.866, 1.152, 1.191], [-7.719, 2.492, 0.296], [-6.938, 2.235, -1.071], [-5.438, 1.725, -0.881], [-4.435, 2.884, -0.364], [-4.400, 2.979, 1.243], [-3.081, 2.354, 1.886], [-1.887, 3.383, 2.097], [-0.835, 2.666, 3.095], [0.605, 3.350, 3.087], [1.794, 2.331, 2.717], [2.493, 2.819, 1.367], [3.127, 1.670, 0.488], [2.723, 1.541, -0.888], [3.528, 0.434, -1.291], [3.447, 0.025, -2.573], [4.323, -1.242, -3.397], [3.522, -2.969, -2.973], [2.466, 0.771, -3.428], [0.328, 0.491, -3.300], [2.975, 1.719, -4.342], [4.513, 2.050, -4.540], [1.586, 2.857, -5.583], [4.354, -0.152, -0.297], [5.284, -1.266, -0.199], [6.788, -0.665, -0.187], [5.165, -2.031, 1.012], [4.088, 0.675, 0.775], [4.631, 0.706, 2.147], [3.856, -0.268, 3.171], [4.996, -1.412, 4.117], [6.467, -1.334, 3.719], [4.370, -2.982, 3.915], [5.415, -3.942, 3.606], [4.649, -5.284, 3.139], [4.875, -0.997, 5.749], [6.139, -1.107, 6.450], [7.008, 0.245, 6.392], [-7.074, 0.380, 0.952], [-7.842, 1.377, 2.310], [-8.891, 0.726, 0.953], [-7.151, 3.230, 0.960], [-8.760, 2.897, 0.114], [-7.533, 1.445, -1.641], [-6.972, 3.200, -1.665], [-5.075, 1.406, -1.914], [-5.379, 0.796, -0.215], [-3.407, 2.598, -0.747], [-4.840, 3.844, -0.827], [-5.274, 2.360, 1.620], [-4.602, 4.053, 1.581], [-2.734, 1.467, 1.267], [-3.390, 1.925, 2.900], [-1.342, 3.598, 1.118], [-2.272, 4.363, 2.511], [-1.301, 2.746, 4.129], [-0.813, 1.548, 2.853], [0.848, 3.736, 4.136], [0.586, 4.274, 2.422], [1.396, 1.271, 2.619], [2.579, 2.398, 3.541], [3.271, 3.644, 1.526], [1.691, 3.309, 0.714], [4.240, -0.977, -4.814], [5.705, -1.140, -3.010], [4.678, 3.176, -4.622], [5.116, 1.678, -3.651], [4.890, 1.595, -5.517], [5.269, -2.042, -1.013], [6.820, 0.396, 0.217], [7.386, -1.396, 0.455], [7.255, -0.680, -1.217], [4.626, 1.734, 2.634], [5.739, 0.423, 2.076], [3.051, -0.816, 2.569], [3.267, 0.361, 3.923], [6.015, -4.149, 4.543], [6.080, -3.655, 2.740], [4.432, -5.238, 2.019], [3.650, -5.343, 3.665], [5.248, -6.220, 3.343], [6.748, -2.025, 6.180], [5.873, -1.234, 7.557], [7.459, 0.409, 5.355], [6.338, 1.121, 6.669], [7.876, 0.227, 7.125], [6.690, 5.311, -1.674], [6.527, 6.730, -2.232], [6.952, 7.536, -0.850], [8.311, 7.494, -0.433], [9.200, 8.310, -1.352], [4.873, 6.739, -2.075], [4.132, 5.573, -2.421], [3.631, 4.887, -1.172], [6.417, 8.219, -3.054], [5.394, 9.198, -2.865], [5.525, 9.989, -1.580], [8.658, 6.457, -0.379], [8.352, 7.906, 0.577], [9.219, 7.883, -2.360], [10.223, 8.341, -0.973], [8.829, 9.332, -1.444], [4.733, 4.888, -3.024], [3.282, 5.885, -3.035], [4.443, 4.698, -0.465], [3.155, 3.936, -1.420], [2.905, 5.517, -0.651], [4.398, 8.770, -2.971], [5.503, 9.894, -3.701], [5.245, 9.389, -0.713], [4.863, 10.858, -1.603], [6.550, 10.334, -1.432], [-3.650, -3.148, -2.892], [-2.874, -4.470, -2.903], [-2.105, -4.233, -4.352], [-1.091, -3.243, -4.419], [0.154, -3.669, -3.663], [-4.170, -5.378, -3.405], [-5.461, -5.128, -2.847], [-6.337, -4.436, -3.874], [-1.995, -5.917, -2.689], [-2.198, -7.125, -3.421], [-1.669, -7.086, -4.840], [-1.469, -2.289, -4.036], [-0.848, -3.100, -5.475], [-0.053, -3.766, -2.592], [0.954, -2.939, -3.794], [0.506, -4.642, -4.011], [-5.388, -4.540, -1.929], [-5.901, -6.093, -2.579], [-5.852, -3.546, -4.280], [-7.295, -4.144, -3.438], [-6.526, -5.101, -4.720], [-3.238, -7.448, -3.392], [-1.640, -7.891, -2.875], [-2.303, -6.476, -5.484], [-1.647, -8.094, -5.262], [-0.659, -6.671, -4.872], [-9.040, -2.894, 2.327], [-7.813, -3.800, 2.475], [-7.603, -3.982, 0.841], [-7.135, -2.874, 0.092], [-5.676, -2.581, 0.392], [-8.705, -5.166, 2.782], [-9.806, -5.098, 3.689], [-11.110, -5.169, 2.916], [-6.398, -4.736, 2.670], [-6.290, -6.134, 2.411], [-6.248, -6.489, 0.938], [-7.755, -1.994, 0.290], [-7.247, -3.125, -0.965], [-5.544, -2.274, 1.435], [-5.302, -1.782, -0.253], [-5.062, -3.471, 0.240], [-9.758, -4.195, 4.301], [-9.733, -5.952, 4.367], [-11.146, -4.422, 2.121], [-11.965, -5.017, 3.578], [-11.211, -6.144, 2.433], [-7.053, -6.706, 2.938], [-5.339, -6.437, 2.857], [-7.230, -6.382, 0.475], [-5.938, -7.529, 0.809], [-5.549, -5.847, 0.397]], "gap_ev": 7.325, "total_charge": 1, "homo_ha": -0.39921}